# 1
# C12H7F3N3O6S2

2 unconnected molecules or ions with the total composition C12H7F3N3O6S2 in a non-equilibrium geometry (ωB97M-V with the def2-TZVPD basis set, the OMol25 dataset).

Positions of all 33 atoms, in Å:
F: 7.01653 -0.11305 -1.11354
C: 6.13674 0.00056 -0.04212
F: 5.92170 -1.21099 0.47857
F: 6.70221 0.78128 0.92718
S: 4.70273 0.84983 -0.81541
N: 3.50343 0.16845 0.28767
C: 2.98033 -1.11318 -0.13210
O: 3.66743 -1.99125 -0.60904
C: 1.53016 -1.02333 0.05113
C: 1.11828 0.30363 0.02911
C: -0.07327 0.70642 -0.55634
C: -1.01120 -0.28465 -0.85215
C: -0.63947 -1.65288 -0.80503
C: 0.60316 -2.03688 -0.29773
S: 2.41295 1.50030 -0.01573
O: 2.48934 2.38337 1.11981
O: 2.45421 1.96493 -1.39336
H: -0.27087 1.76562 -0.68541
H: -2.05814 0.04681 -0.99410
H: -1.33282 -2.42483 -1.14654
H: 0.94617 -3.06291 -0.11079
C: -2.35724 0.27156 0.64522
C: -3.12599 1.51206 0.93903
O: -2.78392 2.45418 1.66136
N: -4.43891 1.53150 0.40868
C: -5.11568 0.48971 -0.22158
O: -6.24147 0.59674 -0.66808
N: -4.40196 -0.72911 -0.20417
C: -3.35806 -0.86079 0.75290
O: -3.34158 -1.80256 1.54911
H: -1.53880 0.18885 1.36991
H: -5.04596 2.30540 0.66527
H: -5.05002 -1.51478 -0.22173

Its charge is -1.

=====

# 2
# C10H30O5S5

5 unconnected molecules or ions with the total composition C10H30O5S5 in a non-equilibrium geometry (ωB97M-V with the def2-TZVPD basis set, the OMol25 dataset).

Positions of all 50 atoms, in Å:
C: -0.89432 2.96851 1.80784
S: -0.89232 4.24758 3.19637
O: -1.23173 3.49586 4.51008
C: 0.94746 4.70599 3.23278
H: -0.88441 3.41617 0.81406
H: -1.80813 2.39413 1.95995
H: -0.03834 2.34222 2.05913
H: 1.67535 3.97958 3.59417
H: 0.91478 5.47886 4.00070
H: 1.21972 5.18357 2.29156
C: -1.12627 -0.84447 -5.82058
S: 0.40957 0.31658 -6.01737
O: 0.75395 0.38004 -7.52738
C: -0.38843 1.95168 -5.70472
H: -1.73634 -0.86950 -6.72351
H: -1.85621 -0.59174 -5.05154
H: -0.90420 -1.89723 -5.64604
H: 0.29548 2.79949 -5.74452
H: -0.94431 1.96973 -4.76729
H: -1.01355 2.13241 -6.57917
C: -4.11809 -1.64572 1.07185
S: -2.46276 -1.62007 0.45833
O: -2.21200 -0.19238 0.04477
C: -1.71426 -1.59154 2.13513
H: -4.34335 -0.72524 1.61045
H: -4.27771 -2.50490 1.72333
H: -4.60486 -1.67606 0.09705
H: -0.62497 -1.56960 2.10247
H: -2.07762 -2.24584 2.92757
H: -1.91252 -0.63274 2.61418
C: 0.40018 0.51646 -1.53278
S: 1.92962 1.46166 -1.14062
O: 1.33680 2.73910 -0.49287
C: 2.42388 0.39515 0.23582
H: -0.17924 0.44022 -0.61270
H: 0.60725 -0.52047 -1.79736
H: -0.28660 0.74463 -2.34786
H: 1.60063 0.38232 0.95011
H: 3.29489 0.75580 0.78295
H: 2.60465 -0.64782 -0.02424
C: 1.06655 -3.65293 3.13170
S: 1.81868 -3.87454 1.47924
O: 1.34655 -2.62468 0.73232
C: 3.56879 -3.66608 1.93286
H: -0.00963 -3.70023 2.96530
H: 1.32342 -2.66114 3.50384
H: 1.38336 -4.56314 3.64086
H: 4.08484 -4.62529 1.97408
H: 3.63878 -3.04287 2.82438
H: 3.89702 -3.01148 1.12548

=====

# 3
# C3H3IN2OS

A molecular structure, C3H3IN2OS in a non-equilibrium geometry (ωB97M-V with the def2-TZVPD basis set, the OMol25 dataset).

Positions of all 11 atoms, in Å:
C: -0.28847 -0.69380 -0.04964
C: 1.16960 1.94155 1.19373
C: -0.41147 -1.02057 -1.47152
N: -0.58985 -1.56108 0.82400
N: -0.73776 -2.27247 1.68152
O: 2.25158 1.67057 1.48286
S: -0.29884 1.09524 0.52695
I: 0.44325 3.95460 1.50716
H: -1.16806 -1.63290 -1.64713
H: -0.80253 -0.11699 -2.08003
H: 0.43255 -1.36416 -1.96790

The multiplicity is 3.

=====

DFT total energy (eV)
-59135.018; -75263.990; -27118.040
ΔE to the lowest compared entry with this formula, charge and spin (kJ/mol)
382.96; 177.84; 59.96